Entry 1:
{"formula": "C11H34Cl2NO8PS", "method": "ωB97M-V with the def2-TZVPD basis set", "total_energy_ha": -2755.89156, "smiles": "O=C1N[C@@](Cl)([PH2]=S)C[C@@H]1Cl.CO.CO.CO.CO.CO.CO.CO", "homo_lumo_gap_ev": 8.7587, "charge": 0, "species": ["O", "C", "N", "C", "Cl", "P", "S", "C", "C", "Cl", "H", "H", "H", "H", "H", "H", "C", "O", "H", "H", "H", "H", "C", "O", "H", "H", "H", "H", "C", "O", "H", "H", "H", "H", "C", "O", "H", "H", "H", "H", "C", "O", "H", "H", "H", "H", "C", "O", "H", "H", "H", "H", "C", "O", "H", "H", "H", "H"], "positions_angstrom": [[1.761, -2.690, 0.825], [0.988, -1.653, 0.470], [-0.112, -1.732, -0.570], [-1.069, -0.588, -0.319], [-1.766, -0.277, -2.010], [-2.584, -0.851, 0.813], [-2.457, -0.029, 2.571], [-0.171, 0.719, 0.105], [0.950, -0.093, 1.041], [2.635, 0.711, 1.177], [-0.582, -2.655, -0.716], [-3.720, -0.228, 0.144], [-2.853, -2.265, 0.915], [0.226, 1.455, -0.716], [-0.659, 1.479, 0.881], [0.393, -0.216, 2.087], [-1.076, -3.754, 4.268], [-0.596, -2.728, 3.419], [-1.481, -3.302, 5.177], [-1.866, -4.310, 3.758], [-0.255, -4.425, 4.532], [-0.244, -3.159, 2.622], [-5.319, -1.960, -1.914], [-5.116, -0.575, -1.705], [-6.391, -2.168, -1.900], [-4.907, -2.247, -2.884], [-4.830, -2.525, -1.117], [-4.156, -0.421, -1.722], [4.727, 2.637, 3.862], [5.371, 1.408, 4.142], [5.054, 3.384, 4.590], [4.994, 2.970, 2.857], [3.644, 2.508, 3.939], [5.061, 0.766, 3.481], [0.413, 4.348, -0.396], [0.388, 3.379, 0.636], [1.085, 4.007, -1.186], [-0.593, 4.473, -0.805], [0.776, 5.298, 0.004], [-0.217, 3.709, 1.323], [2.213, -1.022, -4.011], [2.188, -1.991, -2.979], [2.885, -1.363, -4.801], [1.207, -0.897, -4.420], [2.576, -0.072, -3.611], [1.583, -1.661, -2.292], [5.678, -0.332, -3.970], [5.283, -0.433, -5.326], [4.927, 0.244, -3.424], [5.754, -1.332, -3.536], [6.642, 0.179, -3.907], [5.968, -0.948, -5.785], [-5.502, 1.955, 1.408], [-4.661, 1.375, 0.428], [-5.099, 1.734, 2.399], [-5.537, 3.038, 1.264], [-6.506, 1.533, 1.323], [-5.043, 1.588, -0.440]], "atomic_forces_ev_per_a": [[-5.0, 6.6, -2.3], [2.2, -3.9, 0.6], [0.8, 0.9, 3.5], [1.4, 0.8, -1.6], [0.0, 0.0, 0.5], [-0.7, 0.6, 0.7], [0.3, -0.1, -0.1], [0.7, -0.3, 2.1], [-1.3, -0.9, -0.2], [-2.1, -1.1, -0.1], [0.9, 1.0, 0.3], [1.1, -0.9, 0.2], [0.5, 0.6, -0.6], [-0.6, -2.3, 1.2], [0.5, -2.2, -1.9], [1.7, 0.4, -1.9], [0.1, -0.1, -0.1], [0.2, 0.0, -0.6], [0.1, 0.0, -0.2], [-0.1, -0.2, 0.2], [-0.1, -0.1, 0.2], [0.0, 0.2, 0.5], [0.2, 0.1, -0.1], [0.2, 0.3, -0.1], [0.2, 0.1, 0.0], [-0.1, -0.3, 0.0], [-0.1, -0.3, 0.0], [-0.4, 0.0, -0.2], [-0.1, -0.2, -0.1], [0.0, -0.5, -0.2], [0.0, -0.2, -0.1], [-0.1, 0.3, 0.0], [-0.1, 0.3, -0.1], [0.2, 0.3, 0.4], [-0.1, 0.2, 0.1], [-0.2, 0.3, 0.6], [-0.1, 0.0, 0.2], [0.1, 0.2, -0.2], [0.0, 0.1, -0.3], [0.4, -0.2, -0.3], [-0.1, 0.0, 0.1], [-0.2, -0.1, 0.5], [-0.1, 0.1, 0.2], [0.0, 0.2, -0.2], [0.0, 0.2, -0.3], [0.3, -0.3, -0.3], [0.2, -0.1, 0.0], [0.2, -0.2, -0.6], [0.1, -0.1, -0.2], [0.0, 0.1, 0.3], [0.0, 0.0, 0.3], [-0.5, 0.3, 0.2], [-0.2, 0.1, 0.1], [-0.1, 0.4, -0.6], [0.0, 0.0, -0.3], [-0.1, 0.0, 0.2], [-0.1, 0.1, 0.2], [0.2, -0.3, 0.4]]}



Entry 2:
{"formula": "C6H12N2O", "method": "ωB97M-V with the def2-TZVPD basis set", "total_energy_ha": -420.42959, "homo_lumo_gap_ev": 7.9994, "de_lowest_kj_mol": 405.14, "charge": 0, "species": ["C", "C", "C", "N", "C", "N", "C", "C", "O", "H", "H", "H", "H", "H", "H", "H", "H", "H", "H", "H", "H"], "positions_angstrom": [[-0.572, -0.954, 1.150], [1.540, -1.877, 0.175], [0.901, 1.887, 0.078], [0.711, -0.737, 0.501], [0.628, 0.649, -0.744], [-1.947, 1.506, -0.284], [-1.193, 0.425, -0.884], [-1.043, -0.845, -0.245], [1.254, 0.374, -1.754], [-2.941, 1.378, -0.440], [-1.810, 1.569, 0.717], [-0.674, -1.932, 1.617], [-0.857, -0.158, 1.837], [-1.344, 0.388, -1.956], [-0.965, -1.736, -0.856], [2.132, -1.619, -0.707], [2.212, -2.120, 1.006], [0.962, -2.782, -0.056], [1.936, 1.808, 0.417], [0.781, 2.776, -0.542], [0.289, 2.000, 0.970]], "atomic_forces_ev_per_a": [[-0.1, -0.1, 0.0], [-0.1, 0.0, 0.0], [0.3, -0.2, 0.4], [-1.2, -0.1, -0.6], [-1.5, 0.6, -0.9], [-0.1, -0.1, 0.0], [1.4, 0.8, 0.0], [1.4, -0.5, 0.6], [-0.1, -0.3, 0.6], [0.0, 0.0, 0.0], [0.0, 0.0, 0.0], [0.0, 0.0, 0.0], [0.0, 0.0, 0.0], [0.0, 0.0, 0.0], [0.0, -0.1, 0.1], [0.0, 0.0, 0.0], [0.0, 0.1, -0.1], [0.0, 0.1, 0.0], [0.0, 0.0, -0.1], [0.0, -0.1, -0.1], [-0.1, -0.1, -0.1]]}



Entry 3:
{"formula": "C18H31CaN2O8P2Se", "method": "ωB97M-V with the def2-TZVPD basis set", "total_energy_ha": -5178.03067, "homo_lumo_gap_ev": 5.4246, "de_lowest_kj_mol": 220.68, "charge": -1, "species": ["Ca", "C", "C", "O", "P", "O", "O", "O", "P", "O", "O", "O", "H", "H", "H", "H", "H", "H", "H", "Se", "C", "C", "C", "C", "C", "C", "C", "O", "C", "C", "C", "H", "H", "H", "H", "H", "H", "H", "H", "H", "H", "H", "H", "C", "C", "N", "C", "C", "N", "C", "C", "H", "H", "H", "H", "H", "H", "H", "H", "H", "H", "H", "H"], "positions_angstrom": [[0.125, -0.630, 0.194], [3.678, -2.779, 2.618], [3.111, -2.470, 1.242], [4.039, -2.849, 0.213], [2.947, -0.667, 0.930], [4.434, -0.127, 1.010], [2.255, 0.143, 2.143], [2.252, -0.415, -0.371], [1.414, -3.271, 1.097], [1.298, -3.245, -0.534], [1.375, -4.632, 1.648], [0.508, -2.164, 1.625], [4.611, -2.236, 2.785], [3.856, -3.851, 2.685], [2.965, -2.504, 3.396], [3.532, -3.238, -0.512], [5.010, -0.712, 0.496], [1.387, 0.505, 1.854], [0.380, -3.395, -0.822], [-2.040, 0.792, 0.050], [-6.911, -5.574, -1.376], [-5.701, -4.675, -1.377], [-5.249, -4.091, -0.198], [-4.142, -3.250, -0.170], [-3.656, -2.645, 1.125], [-3.488, -2.993, -1.377], [-2.356, -2.011, -1.413], [-1.192, -2.382, -1.248], [-3.908, -3.569, -2.574], [-3.192, -3.302, -3.878], [-5.014, -4.412, -2.554], [-7.335, -5.658, -0.375], [-6.660, -6.580, -1.719], [-7.690, -5.191, -2.039], [-5.772, -4.294, 0.732], [-4.290, -2.958, 1.955], [-3.625, -1.551, 1.081], [-2.631, -2.957, 1.341], [-2.550, -0.943, -1.586], [-2.507, -2.457, -3.821], [-3.907, -3.095, -4.676], [-2.601, -4.170, -4.180], [-5.349, -4.864, -3.484], [2.701, 2.885, 0.452], [2.812, 4.409, 0.170], [1.498, 4.971, -0.143], [0.594, 4.726, 0.990], [0.483, 3.206, 1.281], [1.307, 2.453, 0.317], [0.843, 2.749, -1.048], [0.961, 4.273, -1.321], [3.040, 2.641, 1.461], [3.306, 2.306, -0.249], [3.474, 4.604, -0.677], [3.216, 4.943, 1.035], [-0.383, 5.141, 0.733], [0.976, 5.278, 1.852], [-0.539, 2.834, 1.186], [0.844, 2.972, 2.287], [-0.184, 2.386, -1.123], [1.462, 2.171, -1.741], [-0.017, 4.700, -1.548], [1.622, 4.482, -2.166]], "atomic_forces_ev_per_a": [[-2.0, 0.3, -1.7], [0.1, 0.0, -0.1], [-0.5, 0.1, 0.1], [0.2, -0.2, 0.2], [-0.4, 0.2, 0.0], [0.2, 0.1, 0.0], [0.2, -0.6, -0.7], [1.1, 0.0, 0.5], [0.1, 0.5, 0.1], [0.2, 0.0, 0.4], [0.1, 0.0, 0.1], [0.4, -1.2, 0.5], [0.0, 0.0, 0.0], [0.0, 0.0, 0.0], [0.0, 0.1, 0.0], [-0.1, 0.1, 0.0], [0.0, 0.0, 0.0], [0.8, 0.4, 0.5], [-0.1, 0.0, -0.1], [-0.7, 0.5, 0.2], [0.0, 0.0, 0.0], [0.0, 0.0, 0.1], [0.0, 0.0, 0.0], [0.0, 0.0, 0.2], [0.0, 0.0, -0.1], [0.1, 0.4, 0.0], [0.3, -0.4, -0.1], [0.0, 0.2, 0.1], [-0.1, 0.0, -0.1], [0.0, 0.0, 0.0], [0.0, 0.0, 0.0], [0.0, 0.0, 0.0], [0.0, 0.0, 0.0], [0.0, 0.0, 0.0], [0.0, 0.0, 0.0], [0.0, 0.0, 0.0], [0.0, 0.0, -0.1], [0.0, 0.0, 0.0], [-0.1, 0.0, -0.1], [0.0, 0.0, 0.1], [0.0, 0.0, 0.0], [0.0, 0.0, 0.0], [0.0, 0.0, 0.0], [0.0, 0.0, 0.0], [-0.1, 0.0, 0.0], [0.0, -0.1, 0.0], [0.0, -0.1, -0.1], [0.1, 0.1, -0.2], [0.0, -0.1, 0.3], [0.1, 0.0, 0.1], [0.0, 0.0, 0.1], [0.0, 0.0, 0.0], [0.0, 0.0, 0.0], [0.0, 0.0, 0.0], [0.0, 0.0, 0.0], [0.0, 0.0, 0.0], [0.0, 0.0, 0.0], [0.0, 0.0, 0.0], [0.0, 0.0, 0.0], [0.0, 0.0, 0.0], [0.0, 0.0, 0.0], [0.0, 0.0, 0.0], [0.0, 0.0, 0.0]]}



Entry 4:
{"formula": "C20H42BF4N6O4", "method": "ωB97M-V with the def2-TZVPD basis set", "total_energy_ha": -1841.04686, "homo_lumo_gap_ev": 9.9228, "de_lowest_kj_mol": 0.00, "charge": -1, "species": ["B", "F", "F", "F", "F", "C", "C", "N", "H", "H", "H", "C", "C", "N", "H", "H", "H", "C", "C", "N", "H", "H", "H", "C", "C", "N", "H", "H", "H", "C", "C", "N", "H", "H", "H", "C", "C", "N", "H", "H", "H", "C", "C", "O", "H", "H", "H", "H", "H", "H", "C", "C", "O", "H", "H", "H", "H", "H", "H", "C", "C", "O", "H", "H", "H", "H", "H", "H", "C", "C", "O", "H", "H", "H", "H", "H", "H"], "positions_angstrom": [[0.607, -0.499, -0.182], [1.935, -0.450, -0.339], [-0.017, -1.671, -0.669], [0.282, -0.232, 1.163], [0.228, 0.504, -1.003], [-2.551, -1.410, 1.158], [-3.762, -1.872, 0.333], [-4.709, -2.169, -0.363], [-1.930, -2.205, 1.494], [-2.246, -0.661, 0.608], [-2.894, -1.025, 2.137], [-2.416, -0.335, -2.772], [-3.206, -0.986, -4.004], [-3.748, -1.454, -4.873], [-1.787, 0.525, -2.924], [-3.308, -0.010, -2.193], [-1.796, -1.112, -2.337], [2.276, -3.774, -1.712], [2.843, -4.970, -0.996], [3.302, -5.948, -0.370], [1.365, -4.113, -2.103], [2.272, -3.183, -0.737], [3.175, -3.502, -2.543], [1.847, 0.077, -3.873], [1.268, -1.344, -4.057], [0.761, -2.370, -4.096], [2.726, 0.255, -3.231], [2.129, 0.548, -4.798], [1.096, 0.712, -3.256], [2.411, 3.177, -1.022], [3.416, 4.179, -1.388], [4.087, 5.101, -1.667], [2.054, 2.513, -1.747], [3.098, 2.649, -0.385], [1.515, 3.486, -0.411], [2.186, -1.746, 3.297], [2.999, -1.722, 4.580], [3.487, -1.720, 5.643], [1.141, -1.658, 3.392], [2.552, -0.966, 2.659], [2.380, -2.725, 2.969], [-3.049, -5.418, -1.907], [-2.163, -4.175, -1.827], [-1.491, -4.188, -0.586], [-3.442, -5.431, -2.794], [-3.902, -5.554, -1.092], [-2.603, -6.294, -1.808], [-2.914, -3.330, -1.819], [-1.292, -4.049, -2.569], [-1.213, -3.359, -0.529], [-3.633, 3.645, -1.117], [-2.602, 2.775, -0.403], [-1.518, 2.534, -1.254], [-4.660, 3.860, -0.532], [-3.930, 3.183, -2.136], [-3.082, 4.744, -1.425], [-3.264, 1.905, -0.191], [-2.157, 3.134, 0.526], [-1.049, 1.811, -1.047], [3.342, 1.781, 2.425], [3.562, 3.225, 2.575], [4.746, 3.423, 3.166], [3.407, 1.184, 3.324], [4.193, 1.437, 1.778], [2.494, 1.628, 1.807], [2.657, 3.773, 2.989], [3.647, 3.404, 1.530], [5.032, 4.268, 3.074], [-1.487, 3.315, 3.963], [-0.744, 2.118, 3.187], [-1.584, 1.307, 2.553], [-1.961, 3.810, 3.358], [-0.833, 3.860, 4.396], [-2.352, 2.999, 4.623], [-0.143, 1.506, 3.895], [-0.025, 2.567, 2.570], [-1.055, 0.737, 1.916]], "atomic_forces_ev_per_a": [[-0.4, -0.8, 0.0], [3.0, -1.3, 0.5], [0.2, -0.2, 0.6], [-0.4, -0.2, 0.3], [-2.2, 2.5, -1.4], [-4.8, -3.3, 2.6], [-3.8, -1.6, -2.4], [5.1, 1.7, 3.8], [0.9, -0.7, -0.8], [2.7, 3.6, -2.5], [-0.3, 0.2, -0.6], [-2.8, -1.3, -1.6], [3.8, 2.7, 4.0], [-1.6, -1.2, -2.2], [-0.1, 0.3, -0.9], [1.0, -0.3, 0.4], [-0.3, -0.1, 0.3], [5.0, -0.7, 1.4], [3.2, -7.3, 3.7], [-3.3, 7.2, -4.5], [-1.4, 0.4, -0.7], [-0.6, 0.7, -2.1], [-2.9, -0.3, 2.4], [-1.5, 0.1, 1.6], [1.3, 2.7, 0.9], [-0.1, -0.3, -0.2], [-0.1, -1.4, -0.1], [-0.5, 0.0, -0.6], [0.7, -1.2, -1.5], [0.7, 0.8, 2.1], [-0.1, 3.4, -1.6], [-1.2, -2.5, 0.8], [-0.2, -0.7, -1.5], [-0.5, -1.4, 0.8], [1.2, 0.3, -0.7], [2.2, 0.3, 1.8], [-0.8, 0.5, 1.7], [-0.7, 0.0, -2.4], [-1.2, 0.4, 0.8], [0.2, 0.1, -0.6], [0.3, -1.2, -1.3], [-0.9, 2.9, 5.0], [-0.4, 0.0, 0.2], [-1.9, -5.0, 0.3], [-2.8, 0.0, -5.1], [1.6, 1.2, -1.5], [2.9, -3.8, 0.5], [1.1, -0.4, -0.5], [-2.0, -0.4, 0.1], [2.5, 5.6, 1.0], [-0.3, 3.5, -1.4], [-1.4, -0.6, 0.1], [-2.7, 4.2, -2.2], [2.6, -0.5, -1.1], [0.6, 0.6, 1.7], [-1.8, -2.9, 0.9], [1.1, -0.3, 0.2], [-0.8, 0.4, 0.3], [2.7, -4.3, 1.5], [1.6, -1.6, -0.5], [-2.7, 0.1, -1.0], [1.2, -2.9, 2.3], [-0.5, -0.1, 0.4], [-0.5, 0.0, 0.6], [-1.2, -0.6, -0.1], [1.1, -0.4, -0.1], [-0.2, 1.7, -1.1], [1.3, 3.9, -0.4], [-0.3, -10.4, 2.7], [0.7, 1.7, 4.2], [-1.7, -2.5, -3.0], [-4.7, 5.5, -7.1], [4.4, 3.6, 3.4], [1.5, -0.2, -0.1], [-0.1, 0.5, 0.2], [1.1, 0.9, -1.3], [-0.8, 0.9, 1.1]]}